(1)
A structure of composition C32H47F17IN3O9P3 in a non-equilibrium geometry. Source: the Open Molecules 2025 dataset; level of theory: ωB97M-V with the def2-TZVPD basis set.

Geometry (Å):
C  -2.86315  1.52827  3.20602
C  -2.67217  1.14340  1.75098
C  -1.18614  0.61495  1.19290
C  -0.25550  1.86836  0.78260
C  -0.98814  3.36310  0.95664
N  0.13129  4.38265  0.66003
O  0.37571  1.87251  -0.52619
C  -0.35660  1.16185  -1.56787
C  -1.67091  2.00133  -2.17441
C  -1.33324  2.95369  -3.42217
C  -2.50392  3.87495  -4.07867
C  -3.90406  3.65823  -3.27476
C  -3.96770  2.61456  -2.05958
N  -2.92972  1.75576  -1.42693
C  -0.70191  -0.38340  -1.11536
C  -1.66258  -1.17242  -2.23540
C  -1.12508  -1.02480  -3.77724
C  -1.75200  -2.20256  -4.78689
F  -0.87194  -3.39930  -4.89325
F  -2.97672  -2.69498  -4.04693
C  -2.31379  -1.62312  -6.20651
F  -3.12728  -2.70686  -6.87695
F  -3.35829  -0.59438  -5.82730
C  -1.26967  -0.85900  -7.17286
F  -1.97660  -0.63268  -8.48957
F  -1.06133  0.53443  -6.62610
C  0.21357  -1.49670  -7.37709
F  0.94922  -0.48133  -8.22827
F  1.04401  -1.54938  -6.11482
C  0.28963  -2.89028  -8.23703
F  -0.63928  -3.96265  -7.76303
F  -0.14262  -2.60657  -9.65696
C  1.79812  -3.61096  -8.21420
F  1.80304  -4.39890  -6.92331
F  2.91458  -2.64887  -8.08954
C  2.01600  -4.71505  -9.40200
F  3.21633  -5.53565  -8.98985
F  0.90728  -5.69453  -9.56128
C  2.35718  -4.12248  -10.88235
F  1.25693  -4.53863  -11.82320
F  3.64223  -4.68635  -11.44303
F  2.47360  -2.65405  -10.98675
P  0.98834  -1.28046  -1.13070
C  0.90134  -3.09634  -1.65164
C  2.42866  -3.52488  -2.17896
C  2.05191  -0.94034  0.40067
C  3.19904  0.23740  0.09893
N  -1.45920  -0.44739  0.18205
I  -1.26165  -2.28444  1.18932
H  -1.93966  1.69627  3.94190
H  -3.97547  1.65886  3.60432
H  -3.62335  1.19765  1.06795
H  -0.69686  0.08111  2.14224
H  0.63566  1.90982  1.57905
H  -1.90391  3.51148  0.24667
H  -1.27239  3.54985  2.09769
H  1.06267  3.96323  0.87690
H  0.06166  4.72059  -0.32797
H  0.40657  1.04241  -2.48024
H  -0.24476  2.99923  -3.86954
H  -2.39261  4.63126  -4.96603
H  -4.86116  4.26533  -3.58940
H  -5.04584  2.49382  -1.55575
H  -2.77873  -0.74830  -2.23497
H  -1.75199  -2.27549  -1.84239
H  0.04201  -0.96496  -3.83691
H  -1.52154  0.03406  -4.16060
H  0.65875  -3.76978  -0.71479
H  0.10473  -3.33978  -2.47776
H  3.10849  -3.72076  -1.22626
H  2.41723  -4.41789  -2.93685
H  2.86167  -2.52677  -2.66638
H  1.40116  -0.51501  1.30502
H  2.55459  -1.93202  0.83382
H  2.83113  0.93808  -0.76949
H  3.42330  0.86876  1.06686
H  4.18392  -0.32199  -0.20328
H  -2.50200  -0.42239  -0.03347
C  -1.35947  1.89618  9.32548
O  -2.69071  2.38329  9.27922
P  -3.80893  1.34086  8.46922
O  -3.13383  1.63782  7.12443
O  -5.02693  2.43143  8.70752
C  -4.76357  3.80645  8.54916
O  -4.92704  0.29850  7.65935
C  -4.89529  -1.02580  8.14624
H  -0.80701  2.46894  10.07453
H  -1.35053  0.84413  9.60240
H  -0.87663  2.03504  8.34999
H  -3.97856  4.00429  7.81643
H  -4.47819  4.23515  9.51730
H  -5.67303  4.31050  8.21354
H  -5.17824  -1.03934  9.20341
H  -3.89580  -1.44644  8.02479
H  -5.60947  -1.63000  7.57903
C  7.40737  0.90710  6.30574
O  6.07613  1.39421  6.25948
P  4.95792  0.35178  5.44948
O  5.63301  0.64874  4.10469
O  3.73991  1.44235  5.68778
C  4.00327  2.81737  5.52942
O  3.83980  -0.69058  4.63961
C  3.87155  -2.01488  5.12650
H  7.95984  1.47985  7.05479
H  7.41632  -0.14495  6.58266
H  7.89022  1.04596  5.33025
H  4.78828  3.01521  4.79669
H  4.28866  3.24607  6.49756
H  3.09381  3.32141  5.19380
H  3.58860  -2.02843  6.18367
H  4.87104  -2.43552  5.00505
H  3.15738  -2.61909  4.55929

The total charge is +1. The value obtained for the energy is -5107.18250 Eh. As for the spin multiplicity: 1. The LUMO energy is -4.65 eV. The value obtained for the HOMO energy is -10.700 eV.

=====

(2)
A structure of composition C32H47N2O2P2Sr in a non-equilibrium geometry. Source: the Open Molecules 2025 dataset; level of theory: ωB97M-V with the def2-TZVPD basis set.

Geometry (Å):
C  -1.48234  0.09999  -2.52689
C  0.79815  0.49577  -2.56962
C  -1.52692  -0.06405  -3.91114
C  0.80007  0.48012  -3.97012
C  -0.37509  0.15735  -4.65352
H  -2.48181  -0.32716  -4.36497
H  1.73116  0.69919  -4.49932
H  -0.38390  0.10159  -5.74104
N  -0.32996  0.28997  -1.85354
P  -2.68226  0.82664  -0.09105
P  2.54385  -0.57499  -0.55442
C  -2.80436  0.06202  -1.76004
H  -3.58517  0.56031  -2.36375
H  -3.12081  -0.99193  -1.67142
C  2.07097  0.81945  -1.78553
H  2.93235  0.87732  -2.46535
C  4.13264  0.14828  0.28787
C  3.02434  -2.08136  -1.61216
C  -2.97773  2.68977  -0.48447
C  -4.05840  -0.06861  0.85744
C  3.67264  0.84276  1.59008
H  3.14084  0.13759  2.25272
H  4.56069  1.20122  2.13692
H  3.02408  1.71471  1.40261
C  5.10504  -0.97662  0.67555
H  4.61982  -1.74627  1.28847
H  5.57753  -1.44347  -0.19658
H  5.91439  -0.54044  1.28311
C  4.86406  1.16133  -0.60356
H  5.75362  1.51225  -0.05766
H  5.21138  0.71660  -1.54292
H  4.25671  2.04412  -0.83063
C  3.17949  -3.27435  -0.63477
H  2.35419  -3.31006  0.09025
H  3.15356  -4.21349  -1.20663
H  4.12775  -3.24824  -0.08613
C  1.88638  -2.43755  -2.58695
H  0.92629  -2.55284  -2.07538
H  1.78044  -1.69438  -3.38426
H  2.13183  -3.39989  -3.06252
C  4.30096  -1.81089  -2.43230
H  4.49122  -0.74450  -2.60819
H  5.19317  -2.25839  -1.97410
H  4.19771  -2.27271  -3.42723
C  -4.08592  0.47934  2.29582
H  -4.82490  -0.08341  2.88173
H  -3.11617  0.37208  2.80308
H  -4.37554  1.53731  2.32929
C  -3.72066  -1.57420  0.89274
H  -3.82338  -2.04088  -0.09720
H  -2.71183  -1.77913  1.27714
H  -4.44146  -2.06212  1.56761
C  -5.41591  0.13159  0.17782
H  -6.13068  -0.56468  0.64151
H  -5.80879  1.14539  0.31841
H  -5.38211  -0.09486  -0.89627
C  -1.87871  3.17589  -1.45378
H  -2.05046  4.24083  -1.68307
H  -0.87620  3.08856  -1.00432
H  -1.88766  2.62850  -2.40330
C  -2.84974  3.50363  0.81849
H  -1.83296  3.45282  1.24160
H  -3.06113  4.56104  0.59513
H  -3.55492  3.17210  1.58951
C  -4.34948  2.91853  -1.12457
H  -4.53248  2.27145  -1.99128
H  -5.16640  2.79208  -0.40414
H  -4.39152  3.95973  -1.48160
Sr  0.11878  0.56844  1.04284
C  -0.12884  -1.93509  0.24554
O  -0.57797  -2.96093  -0.05582
N  1.29229  2.32599  0.09506
C  1.82367  2.21171  -1.04738
C  2.22848  3.46682  -1.78002
C  2.17816  4.65621  -1.04175
C  2.66327  3.47911  -3.11515
C  2.64637  5.85353  -1.59380
H  1.78025  4.62622  -0.02445
C  3.12469  4.67589  -3.66996
H  2.63786  2.57459  -3.72454
C  3.13165  5.85490  -2.91229
H  2.63332  6.76995  -1.00093
H  3.47912  4.68102  -4.70127
H  3.51562  6.78074  -3.35290
O  -0.40507  -2.64980  3.37830
C  -0.19268  -1.67350  2.80318

As for the relative energy (zero: lowest compared OMol25 entry of this formula, charge and spin): 0.00 kJ/mol. The total charge is +1. The value obtained for the energy is -2220.78215 Eh. As for the spin multiplicity: 1. The LUMO energy is -3.42 eV. The value obtained for the HOMO energy is -9.729 eV.